This record from OMol25 describes a 9-piece molecular cluster, C42H103N4O24P5 overall in a non-equilibrium geometry. The level of theory is ωB97M-V with the def2-TZVPD basis set.

Each line ends with the Löwdin charge.
CARTESIAN COORDINATES (ANGSTROEM)
C (0.426, 1.236, 1.244)  -0.366
O (1.650, 1.298, 1.185)  -0.016
N (-0.385, 1.212, 0.183)  -0.164
C (-1.832, 1.078, 0.404)  -0.032
C (0.085, 1.334, -1.180)  -0.028
H (-0.133, 1.183, 2.192)  0.117
H (-2.269, 1.971, -0.049)  0.084
H (-2.009, 1.028, 1.473)  0.065
H (-2.185, 0.239, -0.195)  0.073
H (1.165, 1.210, -1.222)  0.079
H (-0.403, 0.563, -1.779)  0.074
H (-0.187, 2.333, -1.531)  0.105
C (3.309, 2.976, 5.949)  -0.332
O (4.213, 3.574, 6.507)  -0.006
N (2.593, 3.477, 4.917)  -0.175
C (1.601, 2.608, 4.288)  -0.049
C (2.860, 4.746, 4.289)  -0.050
H (3.024, 1.954, 6.236)  0.123
H (0.667, 2.608, 4.858)  0.073
H (1.897, 1.558, 4.328)  0.066
H (1.407, 2.947, 3.277)  0.054
H (2.009, 5.424, 4.295)  0.087
H (3.731, 5.219, 4.742)  0.083
H (3.236, 4.517, 3.282)  0.091
C (-3.251, 0.592, -3.206)  -0.342
O (-3.415, 1.357, -2.269)  -0.005
N (-4.160, -0.282, -3.679)  -0.185
C (-3.915, -1.038, -4.881)  -0.062
C (-5.477, -0.386, -3.076)  -0.028
H (-2.299, 0.526, -3.758)  0.113
H (-4.551, -0.704, -5.705)  0.091
H (-4.127, -2.098, -4.718)  0.089
H (-2.880, -0.947, -5.204)  0.075
H (-5.663, -1.370, -2.645)  0.079
H (-5.600, 0.371, -2.307)  0.084
H (-6.206, -0.170, -3.863)  0.091
C (4.309, 1.045, -0.577)  -0.342
O (4.153, 1.452, -1.719)  -0.010
N (5.442, 1.174, 0.138)  -0.185
C (5.522, 0.774, 1.544)  -0.024
C (6.663, 1.742, -0.385)  -0.051
H (3.559, 0.468, -0.012)  0.108
H (4.619, 0.232, 1.808)  0.063
H (5.504, 1.676, 2.166)  0.093
H (6.479, 0.279, 1.692)  0.092
H (6.505, 2.180, -1.369)  0.083
H (7.059, 2.474, 0.317)  0.089
H (7.392, 0.948, -0.582)  0.093
C (1.524, -1.845, -2.954)  -0.050
C (2.825, -1.843, -2.181)  -0.251
O (3.479, -3.107, -2.290)  -0.158
P (3.749, -4.044, -1.037)  0.364
O (4.436, -3.378, 0.075)  -0.217
O (4.479, -5.277, -1.697)  -0.176
C (5.858, -5.100, -2.117)  -0.249
C (6.124, -6.112, -3.208)  -0.071
O (2.335, -4.653, -0.666)  -0.174
C (2.266, -5.604, 0.403)  -0.272
C (0.828, -5.964, 0.737)  -0.070
H (0.802, -2.463, -2.408)  0.049
H (1.113, -0.841, -3.053)  0.054
H (1.554, -2.295, -3.948)  0.089
H (3.514, -1.075, -2.539)  0.115
H (2.593, -1.536, -1.157)  0.096
H (5.964, -4.077, -2.481)  0.114
H (6.528, -5.209, -1.266)  0.121
H (7.196, -6.270, -3.324)  0.078
H (5.715, -7.094, -2.962)  0.079
H (5.646, -5.815, -4.140)  0.079
H (2.824, -6.495, 0.107)  0.119
H (2.745, -5.216, 1.307)  0.117
H (0.411, -6.543, -0.087)  0.078
H (0.861, -6.526, 1.669)  0.083
H (0.213, -5.079, 0.898)  0.064
C (1.302, -1.859, 1.707)  -0.059
C (2.583, -1.559, 2.454)  -0.254
O (2.809, -2.328, 3.647)  -0.142
P (2.143, -1.817, 4.982)  0.396
O (2.619, -0.545, 5.545)  -0.221
O (0.589, -1.871, 4.661)  -0.181
C (-0.387, -1.419, 5.613)  -0.232
C (-0.801, 0.020, 5.332)  -0.069
O (2.412, -3.079, 5.922)  -0.165
C (2.336, -2.952, 7.338)  -0.299
C (3.516, -3.624, 8.000)  -0.072
H (0.456, -1.453, 2.260)  0.058
H (1.300, -1.528, 0.670)  0.065
H (1.161, -2.945, 1.666)  0.075
H (3.433, -1.725, 1.795)  0.097
H (2.545, -0.499, 2.729)  0.092
H (-1.292, -1.971, 5.355)  0.101
H (-0.107, -1.573, 6.652)  0.113
H (-1.702, 0.237, 5.912)  0.087
H (-0.038, 0.737, 5.636)  0.056
H (-1.027, 0.239, 4.289)  0.054
H (2.224, -1.930, 7.706)  0.113
H (1.414, -3.478, 7.615)  0.117
H (3.623, -4.640, 7.606)  0.078
H (4.445, -3.161, 7.656)  0.083
H (3.490, -3.657, 9.084)  0.077
C (-3.868, 6.697, 5.188)  -0.061
C (-2.657, 6.319, 4.367)  -0.251
O (-2.424, 4.898, 4.537)  -0.168
P (-1.924, 4.050, 3.302)  0.393
O (-1.739, 2.614, 3.536)  -0.218
O (-2.958, 4.384, 2.124)  -0.187
C (-4.229, 3.736, 2.215)  -0.287
C (-5.279, 4.441, 1.403)  -0.068
O (-0.670, 4.898, 2.827)  -0.183
C (0.021, 4.712, 1.581)  -0.242
C (-0.378, 5.815, 0.613)  -0.061
H (-4.001, 7.775, 5.261)  0.081
H (-4.740, 6.350, 4.620)  0.073
H (-3.942, 6.181, 6.142)  0.082
H (-2.807, 6.555, 3.314)  0.112
H (-1.730, 6.808, 4.670)  0.121
H (-4.150, 2.684, 1.927)  0.110
H (-4.578, 3.655, 3.254)  0.120
H (-5.605, 5.410, 1.776)  0.074
H (-4.963, 4.474, 0.356)  0.083
H (-6.202, 3.857, 1.330)  0.082
H (1.090, 4.552, 1.687)  0.111
H (-0.414, 3.829, 1.095)  0.100
H (-0.147, 6.826, 0.948)  0.080
H (0.186, 5.611, -0.303)  0.083
H (-1.435, 5.750, 0.364)  0.072
C (-1.612, -3.617, -2.530)  -0.067
C (-2.024, -2.714, -1.388)  -0.254
O (-2.533, -3.501, -0.295)  -0.188
P (-4.070, -3.391, 0.095)  0.370
O (-4.990, -3.503, -1.032)  -0.215
O (-4.215, -4.516, 1.215)  -0.180
C (-4.442, -5.877, 0.833)  -0.252
C (-3.216, -6.548, 0.252)  -0.076
O (-4.186, -2.051, 0.921)  -0.165
C (-3.380, -1.735, 2.069)  -0.257
C (-3.749, -2.445, 3.350)  -0.066
H (-2.445, -4.224, -2.881)  0.083
H (-1.373, -2.982, -3.393)  0.072
H (-0.706, -4.193, -2.349)  0.073
H (-1.175, -2.173, -0.965)  0.109
H (-2.754, -2.000, -1.779)  0.103
H (-4.636, -6.374, 1.787)  0.118
H (-5.331, -5.992, 0.215)  0.119
H (-2.271, -6.317, 0.742)  0.068
H (-3.340, -7.633, 0.238)  0.080
H (-3.070, -6.272, -0.799)  0.072
H (-2.311, -1.711, 1.842)  0.113
H (-3.672, -0.686, 2.181)  0.113
H (-3.297, -3.426, 3.474)  0.076
H (-3.415, -1.837, 4.198)  0.067
H (-4.834, -2.432, 3.458)  0.090
C (0.948, 0.142, -9.355)  -0.073
C (-0.312, 0.534, -8.602)  -0.247
O (0.078, 1.675, -7.788)  -0.193
P (-0.995, 2.350, -6.821)  0.375
O (-2.180, 1.524, -6.546)  -0.229
O (-1.264, 3.779, -7.443)  -0.175
C (-2.530, 4.061, -8.090)  -0.257
C (-2.491, 5.543, -8.398)  -0.072
O (-0.150, 2.733, -5.539)  -0.161
C (0.334, 1.655, -4.723)  -0.273
C (1.686, 2.050, -4.187)  -0.062
H (1.172, 0.884, -10.124)  0.078
H (1.739, -0.018, -8.630)  0.080
H (0.774, -0.730, -9.993)  0.078
H (-1.083, 0.931, -9.262)  0.117
H (-0.620, -0.284, -7.954)  0.113
H (-2.669, 3.457, -8.990)  0.117
H (-3.316, 3.779, -7.390)  0.114
H (-2.443, 6.069, -7.442)  0.081
H (-1.616, 5.810, -8.983)  0.079
H (-3.424, 5.852, -8.870)  0.079
H (-0.373, 1.553, -3.896)  0.083
H (0.343, 0.704, -5.262)  0.116
H (2.047, 1.382, -3.405)  0.045
H (2.439, 2.010, -4.980)  0.087
H (1.741, 3.079, -3.837)  0.090

The structure (SMILES) is CCOP(=O)(OCC)OCC.CCOP(=O)(OCC)OCC.CCOP(=O)(OCC)OCC.CCOP(=O)(OCC)OCC.CCOP(=O)(OCC)OCC.CN(C)C=O.CN(C)C=O.CN(C)C=O.CN(C)C=O. For the orbital gap, the calculation gives 0.3280 Ha. The relative energy (zero: lowest compared OMol25 entry of this formula, charge and spin) is 0.000 eV.

This record from OMol25 describes C42H104N8O2 as an isolated structure in a non-equilibrium geometry. The level of theory is ωB97M-V with the def2-TZVPD basis set.

Each line ends with the Löwdin charge.
CARTESIAN COORDINATES (ANGSTROEM)
C (-10.382, 9.835, -21.565)  -0.050
C (-11.329, 8.572, -21.780)  -0.162
N (-12.617, 8.989, -22.399)  -0.165
C (-13.498, 9.903, -21.617)  -0.214
C (-14.300, 9.109, -20.538)  -0.069
C (-12.535, 9.101, -23.884)  -0.242
C (-13.835, 9.410, -24.621)  -0.094
H (-11.025, 10.630, -21.186)  0.066
H (-10.051, 10.203, -22.536)  0.084
H (-9.711, 9.712, -20.715)  -0.034
H (-10.869, 7.797, -22.393)  0.149
H (-11.568, 8.112, -20.821)  0.051
H (-12.940, 10.616, -21.011)  0.086
H (-14.198, 10.399, -22.290)  0.094
H (-14.612, 8.134, -20.912)  0.070
H (-13.580, 9.001, -19.726)  0.062
H (-15.231, 9.663, -20.417)  0.067
H (-11.935, 8.295, -24.305)  0.111
H (-11.888, 9.972, -23.988)  0.092
H (-14.498, 8.622, -24.263)  0.073
H (-13.898, 9.270, -25.700)  0.069
H (-14.264, 10.383, -24.377)  0.062
C (-9.323, 14.048, -19.529)  -0.094
C (-10.261, 15.272, -19.160)  -0.199
N (-11.279, 15.644, -20.096)  -0.200
C (-12.357, 14.721, -19.989)  -0.280
C (-13.137, 14.619, -18.654)  -0.073
C (-10.788, 15.835, -21.461)  -0.232
C (-9.551, 16.792, -21.560)  -0.072
H (-8.488, 14.113, -18.832)  0.106
H (-8.886, 14.184, -20.518)  0.066
H (-9.880, 13.112, -19.488)  0.071
H (-10.613, 15.065, -18.149)  0.109
H (-9.647, 16.172, -19.169)  0.101
H (-13.160, 14.805, -20.721)  0.114
H (-11.943, 13.747, -20.249)  0.097
H (-14.076, 14.112, -18.873)  0.070
H (-12.569, 14.161, -17.844)  0.057
H (-13.417, 15.618, -18.320)  0.076
H (-11.608, 16.338, -21.973)  0.111
H (-10.651, 14.930, -22.052)  0.103
H (-8.650, 16.328, -21.158)  0.060
H (-9.782, 17.649, -20.927)  0.072
H (-9.471, 17.382, -22.473)  0.072
C (-1.306, 8.545, -22.063)  -0.085
C (-2.745, 8.231, -21.581)  -0.236
N (-3.780, 9.275, -21.759)  -0.127
C (-3.334, 10.545, -21.165)  -0.211
C (-2.947, 10.483, -19.669)  -0.064
C (-5.102, 8.853, -21.358)  -0.297
C (-5.647, 7.619, -21.957)  -0.091
H (-1.364, 9.216, -22.920)  0.072
H (-0.704, 7.661, -22.273)  0.073
H (-0.696, 9.147, -21.390)  0.060
H (-3.071, 7.432, -22.246)  0.105
H (-2.669, 7.808, -20.579)  0.110
H (-2.528, 10.873, -21.822)  0.113
H (-3.973, 11.427, -21.181)  0.058
H (-2.550, 11.446, -19.347)  0.078
H (-3.765, 10.254, -18.986)  0.033
H (-2.206, 9.706, -19.481)  0.078
H (-5.827, 9.650, -21.519)  0.078
H (-5.236, 8.686, -20.289)  0.099
H (-5.351, 7.560, -23.004)  0.095
H (-6.731, 7.543, -21.870)  0.074
H (-5.297, 6.751, -21.398)  0.068
C (-9.431, 10.957, -19.644)  -0.186
C (-8.184, 11.814, -19.702)  -0.233
N (-7.557, 11.629, -20.997)  -0.115
C (-8.192, 12.311, -22.098)  -0.262
C (-7.905, 11.702, -23.441)  -0.066
C (-6.071, 11.712, -21.022)  -0.198
C (-5.490, 13.103, -20.743)  -0.170
H (-10.203, 11.422, -20.257)  0.087
H (-9.584, 10.949, -18.565)  0.025
H (-9.193, 9.948, -19.979)  0.008
H (-8.442, 12.869, -19.607)  -0.008
H (-7.561, 11.480, -18.873)  0.091
H (-8.065, 13.394, -22.105)  0.107
H (-9.248, 12.125, -21.901)  0.102
H (-6.908, 11.845, -23.858)  0.077
H (-8.514, 12.317, -24.103)  0.077
H (-8.330, 10.699, -23.486)  0.067
H (-5.662, 10.881, -20.448)  0.068
H (-5.715, 11.330, -21.978)  0.102
H (-6.254, 13.783, -20.368)  0.134
H (-4.748, 13.056, -19.946)  0.001
H (-5.019, 13.579, -21.603)  0.067
C (-10.358, 8.103, -19.804)  -0.116
C (-9.117, 7.235, -19.920)  -0.155
N (-7.986, 7.537, -19.035)  -0.151
C (-6.765, 6.733, -19.179)  -0.235
C (-6.987, 5.317, -18.703)  -0.074
C (-7.593, 9.022, -19.127)  -0.164
C (-6.908, 9.497, -17.936)  -0.218
H (-10.990, 7.808, -18.967)  0.107
H (-11.013, 7.939, -20.661)  -0.100
H (-10.224, 9.184, -19.834)  0.032
H (-9.348, 6.180, -19.774)  0.123
H (-8.824, 7.306, -20.967)  0.107
H (-6.163, 6.881, -20.076)  0.057
H (-6.202, 7.180, -18.359)  0.103
H (-7.535, 5.117, -17.782)  0.061
H (-7.394, 4.743, -19.536)  0.073
H (-6.029, 4.826, -18.531)  0.072
H (-8.454, 9.690, -19.141)  0.040
H (-7.202, 9.231, -20.123)  0.122
H (-7.549, 9.347, -17.067)  0.079
H (-6.735, 10.563, -18.079)  0.020
H (-5.927, 9.032, -17.847)  0.088
C (-2.309, 11.302, -15.577)  -0.070
C (-3.139, 11.082, -16.843)  -0.307
N (-4.515, 10.848, -16.480)  -0.063
C (-4.669, 9.375, -16.085)  -0.195
C (-6.034, 8.946, -15.557)  -0.093
C (-5.468, 10.990, -17.682)  -0.296
C (-5.802, 12.432, -17.985)  -0.036
H (-2.338, 10.452, -14.895)  0.059
H (-2.794, 12.128, -15.057)  0.075
H (-1.260, 11.545, -15.741)  0.070
H (-3.063, 11.905, -17.553)  0.093
H (-2.741, 10.251, -17.424)  0.084
H (-4.361, 8.605, -16.791)  0.120
H (-3.953, 9.260, -15.271)  0.097
H (-6.679, 9.654, -15.036)  0.104
H (-6.603, 8.642, -16.436)  -0.004
H (-6.185, 8.005, -15.028)  0.090
H (-6.434, 10.566, -17.408)  -0.028
H (-5.100, 10.503, -18.585)  0.093
H (-6.308, 12.421, -18.950)  0.025
H (-4.893, 13.028, -18.065)  0.084
H (-6.370, 13.033, -17.274)  0.109
C (-1.074, 16.683, -20.508)  0.001
C (-2.426, 16.045, -20.793)  -0.626
O (-3.322, 16.764, -21.157)  0.044
N (-2.529, 14.763, -20.688)  0.067
C (-3.774, 14.043, -20.855)  -0.151
H (-0.280, 15.955, -20.669)  0.067
H (-0.976, 17.134, -19.520)  0.082
H (-1.037, 17.407, -21.321)  0.084
H (-1.704, 14.285, -20.356)  0.140
H (-4.594, 14.615, -21.289)  0.122
H (-4.203, 13.569, -19.973)  0.018
H (-3.595, 13.225, -21.553)  0.119
C (-9.075, 6.893, -16.621)  -0.004
C (-10.164, 7.892, -16.860)  -0.605
O (-11.302, 7.528, -16.639)  0.048
N (-9.743, 9.098, -17.149)  0.045
C (-10.562, 10.314, -17.269)  -0.027
H (-8.074, 7.204, -16.920)  0.051
H (-9.305, 5.903, -17.017)  0.087
H (-9.074, 6.679, -15.552)  0.094
H (-8.744, 9.238, -17.088)  0.074
H (-9.986, 11.177, -17.601)  0.063
H (-10.809, 10.551, -16.234)  0.105
H (-11.382, 10.208, -17.980)  0.112

For the orbital gap, the calculation gives 0.2765 Ha. The relative energy (zero: lowest compared OMol25 entry of this formula, charge and spin) is 42.376 eV.

no.,electronic energy (hartree)
1,-5394.22957
2,-2249.57365